Below is C53H83CaNOP2Sb2Si2 as an isolated structure, with properties calculated with ωB97M-V/def2-TZVPD.

Last column: Mulliken charge in e.
CARTESIAN COORDINATES (ANGSTROEM)
Sb -3.37141 0.21243 0.53096  0.208
Sb 0.22126 3.20316 0.24988  0.162
Ca 0.01838 -0.44440 -0.87269  2.513
P 0.23080 -0.05569 3.10587  2.325
P 2.77588 0.06783 0.60005  1.607
Si 0.05386 0.13077 -3.75382  -0.229
Si -0.99320 -3.88212 -0.25236  0.434
O -0.25408 -2.44718 -0.32798  -0.818
N 3.01088 0.43442 3.40469  1.662
C 5.07856 -3.25554 -1.65606  -0.712
C -0.73938 -4.92652 -1.79689  -1.034
C 3.71922 -3.36738 -1.41864  -0.600
C 1.85478 2.24396 -3.63642  -2.064
C 1.45514 4.44457 -0.97827  -1.178
C -1.14639 -4.06973 4.95804  -0.778
C 4.94716 2.87059 -1.44768  -0.647
C 5.29129 3.81290 -0.48794  -1.010
C 3.72022 -1.22496 -0.30207  0.446
C -2.84813 -3.65880 -0.03620  -0.655
C 6.16774 1.32493 6.05759  -0.541
C -2.59645 2.69730 5.52496  -0.865
C 0.67033 -2.64625 -4.12167  -1.286
C 4.20475 1.75525 -1.09556  -0.569
C -2.05503 -3.19213 4.37936  -0.507
C -6.49570 -0.23981 0.65231  -1.207
C -1.71098 -2.00067 -4.23823  -1.723
C 0.64858 -2.59112 4.34119  -0.428
C -1.47615 4.51541 0.12074  -1.324
C 5.09668 -0.22645 4.55663  -0.319
C -0.25657 -1.68217 3.80267  0.611
C 4.13457 2.51151 1.17609  -0.970
C 3.27793 -0.48569 2.31404  -2.512
C 5.16056 2.24764 5.80545  -0.891
C 0.94850 4.02400 2.09605  -0.832
C 3.04166 -2.35955 -0.74073  -0.414
C -1.96683 1.63202 6.16024  -0.719
C -5.16630 -0.98421 0.68191  -0.637
C 4.09540 0.70086 4.28718  0.164
C 1.64364 1.36278 -5.92217  -1.915
C -4.19767 2.13695 1.07008  0.751
C -1.30603 1.29264 -4.45876  -1.162
C -1.14330 0.78500 5.43899  -0.568
C -1.57784 2.04746 3.44766  0.521
C -0.93425 0.98781 4.07311  -0.613
C 6.12963 0.09072 5.42883  -0.891
C -1.61279 -2.01319 3.80320  -0.594
C 2.89848 0.05746 -4.21745  -2.248
C 0.20650 -3.77289 4.92307  -0.658
C -3.32963 0.46326 -1.62144  0.858
C -4.64824 0.36798 -2.38020  -1.428
C 5.09709 -1.13512 -0.52128  -0.316
C -0.29304 -1.57344 -4.63985  2.583
C 4.13707 1.94049 4.92548  -0.192
C 1.74732 0.31891 4.14054  -2.171
C 1.68094 0.95619 -4.44649  2.927
C -2.40178 2.90380 4.16978  -0.974
C -0.21901 -1.54239 -6.16687  -2.080
C -0.32616 -4.88567 1.19059  -0.892
C 4.87851 3.63053 0.82193  -0.158
C 5.76898 -2.13957 -1.19682  -0.792
C -4.99964 2.90476 0.02686  -1.295
C 3.79682 1.54941 0.22403  0.755
H -0.81961 -0.73571 -6.59479  0.317
H -1.12227 5.54563 0.16287  0.548
H -5.06652 -1.55331 1.60842  0.618
H 0.42554 -3.62544 -4.55344  0.532
H 1.06620 4.46614 -1.99364  0.438
H 2.01914 3.82466 2.17713  0.071
H -5.10223 -1.71376 -0.12442  0.323
H -3.06808 -3.16634 0.91459  0.061
H 2.55865 1.90994 -6.18633  0.545
H -1.12749 -5.93614 -1.63305  0.526
H -1.81505 -2.07351 -3.14896  -0.146
H -0.71757 -4.52197 2.14088  -0.029
H -1.28964 1.35537 -5.55112  0.425
H -2.00829 4.35819 -0.81712  0.373
H 2.47408 4.05754 -0.99918  0.105
H 0.78385 5.10149 2.08381  0.657
H -1.18831 2.30952 -4.07038  0.269
H -1.42930 2.19870 2.38381  0.578
H -7.32644 -0.92961 0.81916  0.440
H 5.87338 4.68338 -0.76195  0.345
H 4.35466 -0.64404 2.24398  1.089
H -2.47118 -1.30851 -4.60810  0.413
H -1.49115 -4.98676 5.41738  0.352
H 6.97354 1.56747 6.73723  0.400
H -2.30667 0.96074 -4.16670  -0.092
H 2.78965 2.75571 -3.90350  0.468
H 3.17042 -4.23337 -1.76755  0.483
H -1.24380 -4.50988 -2.67042  0.195
H -3.38460 -4.61140 -0.05352  0.532
H 0.32170 -5.01757 -2.04338  0.173
H 1.87767 2.05487 -2.56011  -0.023
H -4.43919 3.02974 -0.90147  0.205
H -0.58890 -5.94343 1.10006  0.511
H 5.25411 3.00193 -2.47745  0.426
H 1.97950 -2.48778 -0.55250  0.479
H -5.93356 2.39909 -0.21638  0.249
H -2.16521 4.34566 0.94695  0.280
H 5.07608 -1.20496 4.09257  0.482
H 0.79927 2.02050 -6.13881  0.392
H 0.43811 3.58835 2.95424  0.091
H 3.83069 0.61384 -4.38927  0.482
H -6.66400 0.24709 -0.30766  0.170
H 3.81957 2.38792 2.19620  0.117
H -3.23974 3.36109 6.08792  0.388
H -3.11268 -3.42368 4.38352  0.409
H -5.25231 3.90446 0.38963  0.447
H 1.57620 0.50342 -6.58828  0.292
H -2.65213 -0.30476 -2.00596  -1.113
H 0.92537 -4.46081 5.34896  0.400
H 0.76431 -4.81401 1.23326  0.248
H 1.45313 5.45241 -0.56288  0.589
H 1.70820 -2.42558 -4.37393  0.192
H 1.82284 -0.40283 4.96695  0.513
H -2.89293 3.73078 3.67359  0.472
H 1.03448 2.94087 -3.82956  0.493
H -4.48437 0.49956 -3.45345  0.455
H 0.80810 -1.41712 -6.51424  0.367
H 2.90232 -0.79312 -4.90111  0.388
H 5.60361 -4.03319 -2.19586  0.405
H -2.12022 1.46350 7.21841  0.453
H -2.83131 1.41762 -1.81669  0.332
H -5.36113 1.12675 -2.06035  0.252
H 5.17891 3.21733 6.28627  0.402
H -3.25000 -3.04032 -0.84515  0.003
H -0.66430 -0.04972 5.93784  0.440
H -3.33354 2.72198 1.38062  -1.153
H -1.94042 -2.99312 -4.64696  0.555
H -5.11505 -0.60866 -2.24145  0.295
H -4.78656 1.97046 1.97542  0.576
H 1.53859 1.28390 4.60401  0.515
H 2.82463 -1.47875 2.44099  -0.043
H -2.33293 -1.32586 3.37230  0.195
H 6.83387 -2.04993 -1.37049  0.439
H 3.36204 2.66918 4.71466  0.369
H 2.93041 -0.34874 -3.19868  0.339
H -6.55138 0.52712 1.42698  0.295
H 0.60720 -2.74995 -3.03458  -0.250
H 1.71116 -2.38137 4.33648  0.196
H -0.58736 -2.48752 -6.58681  0.522
H 3.95953 1.02785 -1.85766  0.048
H 6.90336 -0.64119 5.62225  0.403
H 5.64695 -0.26621 -0.17766  0.433
H 5.13752 4.35804 1.58136  0.458

Calculated values
**Energy above the lowest of the compared OMol25 structures with the same formula, charge and spin**: 0.00 kcal per mole
**Gap between HOMO and LUMO**: 6.9 eV
**E_HOMO**: -6.4 eV